C6H8BrIN | wB97M-V/def2-TZVPD

Computed properties:
HOMO energy (spin up / spin down) = -11.98 / -11.99 eV
electronic energy = -3159.367648 a.u.
LUMO (spin up / spin down) = -5.83 / -5.82 eV
net charge = +1
frontier orbital gap (spin up / spin down) = 0.2262 / 0.2265 Eh

Last column: Mulliken charge in e.
CARTESIAN COORDINATES (ANGSTROEM)
C (-1.46657, -1.20235, 0.71113)  -0.323
C (-1.38923, 0.10646, 1.01004)  -0.313
C (-0.27651, -1.88831, 0.39151)  -0.214
C (1.67401, -0.58098, 0.51209)  -0.187
C (-0.28684, 1.04357, 0.79828)  -0.450
C (0.42701, 0.84113, -1.61175)  -0.643
N (0.90598, 0.62706, -0.15015)  -0.144
Br (3.03569, -1.28602, -0.56182)  -0.015
I (-0.01574, -3.86223, 0.01346)  0.379
H (-2.45700, -1.74382, 0.70905)  0.339
H (-2.34677, 0.47741, 1.36126)  0.408
H (-0.42978, 2.14520, 0.62611)  0.498
H (0.25116, 1.08835, 1.83007)  0.368
H (0.21011, 1.97094, -1.64698)  0.282
H (1.20281, 0.61109, -2.32788)  0.329
H (-0.45005, 0.12751, -1.69904)  0.312
H (1.41172, 1.52497, 0.03461)  0.375